Record 1
Molecular formula: C28H39Cl2EuN6O3Si2
Method: DFT, the ωB97M-V functional and the def2-TZVPD basis

XYZ file:
```
81
Properties=species:S:1:pos:R:3:forces:R:3
Eu 1.125292 -1.111898 0.486300 -1.5 1.1 1.2
C -2.117922 0.159976 7.029988 0.0 0.0 0.1
C -1.475885 0.330814 5.680487 0.2 0.0 -0.1
C -2.076533 1.110712 4.690691 0.6 -0.1 -0.9
C -1.509045 1.209860 3.409346 -0.6 -0.1 1.0
C -0.314746 0.553899 3.055515 0.2 0.0 0.1
N 0.155687 0.577794 1.769446 -0.2 0.5 0.5
C 0.017596 1.738584 1.013747 -0.1 0.1 0.2
C 0.482935 2.960587 1.527511 0.0 1.0 -1.0
C 0.506370 4.133560 0.737958 0.0 -1.1 1.0
C 0.050358 4.117384 -0.567836 -0.3 -0.5 -0.4
C 0.105005 5.341933 -1.440340 0.0 0.1 -0.1
C -0.479467 2.919497 -1.061589 0.1 -0.7 0.7
C -0.519713 1.724348 -0.298409 -0.1 0.8 -0.4
N -1.298679 0.620643 -0.836212 0.2 0.3 -0.2
C -2.324755 0.132468 0.036882 -0.2 -0.4 0.3
C -2.198319 -1.186338 0.252859 -0.4 0.7 -0.2
C -1.030159 -1.702613 -0.417991 -0.1 -0.2 0.0
N -0.555366 -0.564330 -1.287577 -0.3 0.0 -0.3
C 0.331006 -0.159329 4.103257 -0.6 0.1 0.7
C -0.272703 -0.296195 5.375349 0.1 0.2 -0.9
N 1.668020 -0.639701 3.980933 0.4 -0.1 -0.2
C 2.592496 -0.651888 4.976712 0.0 0.0 -0.3
C 3.772900 -1.130073 4.445999 -0.2 0.1 0.0
C 3.481010 -1.377203 3.093932 -0.1 0.0 0.1
N 2.213947 -1.084819 2.820916 0.0 0.2 0.6
H -2.687525 1.049553 7.308488 0.0 0.0 0.0
H -1.372770 -0.017088 7.808754 0.0 0.0 0.0
H -2.809666 -0.686478 7.044063 0.0 0.0 0.0
H -3.008600 1.624562 4.905328 0.0 0.0 0.0
H -2.003772 1.787709 2.636813 0.0 0.0 0.1
H 0.857775 2.970092 2.543469 0.0 0.0 0.0
H 0.891339 5.058201 1.156899 0.0 -0.1 0.0
H 0.334935 6.231741 -0.850838 0.0 0.0 0.0
H -0.847077 5.513400 -1.952237 0.1 0.0 0.1
H 0.872065 5.249986 -2.215236 0.0 0.0 0.1
H -0.926650 2.899064 -2.049205 0.0 0.0 0.1
H -3.046689 0.839077 0.416225 0.0 0.0 0.0
H -2.868147 -1.789058 0.850634 0.0 0.1 0.0
H -1.140067 -2.626012 -0.972583 0.0 -0.1 -0.2
H 0.219686 -0.906661 6.126400 0.0 0.0 -0.1
H 2.344087 -0.286922 5.958524 0.0 0.0 0.0
H 4.710887 -1.268017 4.957088 0.0 0.0 0.0
H 4.099584 -1.757104 2.294570 0.0 0.0 0.0
O 3.500173 -3.424423 0.661358 -0.8 1.4 -1.1
N 2.866049 -2.504157 -0.008201 0.9 -1.1 0.1
O 3.243398 -1.185234 0.022156 1.2 -1.5 -0.6
O 1.776238 -2.768785 -0.792182 1.9 -0.6 -0.1
C 0.964673 -0.508059 -5.436655 0.0 0.1 -0.3
Si 0.904240 -1.070539 -3.646232 -0.3 0.1 0.1
C 2.188668 -0.047874 -2.779315 0.3 0.2 -0.1
C 1.242340 -2.877786 -3.736961 0.0 -0.6 -0.1
C -0.779858 -0.825443 -2.759081 0.2 0.1 0.5
Si -1.944345 0.312998 -3.689215 0.1 -0.1 0.0
C -2.513278 -0.779602 -5.106753 -0.1 -0.2 -0.3
C -1.104094 1.826894 -4.403445 0.2 0.3 -0.1
C -3.519820 0.817812 -2.868385 -0.5 0.1 0.3
H 1.870622 -0.953832 -5.864582 0.0 0.1 0.0
H 1.043715 0.575400 -5.530105 0.0 0.0 0.0
H 0.122994 -0.839688 -6.046052 0.1 0.0 0.0
H 2.397978 0.850721 -3.369129 0.0 0.0 0.1
H 3.122853 -0.587793 -2.622464 0.0 0.0 0.0
H 1.830343 0.276170 -1.807832 0.1 0.2 0.1
H 2.265645 -3.072595 -4.074838 -0.1 0.0 0.0
H 0.550525 -3.310868 -4.473133 0.1 0.0 0.1
H 1.110154 -3.369082 -2.774464 0.0 0.0 -0.1
H -1.317472 -1.781368 -2.838285 0.1 0.0 0.0
H -1.749084 -1.484499 -5.435385 0.0 0.0 0.0
H -2.812242 -0.182259 -5.974994 0.0 -0.1 0.0
H -3.382203 -1.366576 -4.785708 0.1 0.1 0.0
H -0.951126 1.688974 -5.476738 0.0 0.1 0.0
H -0.128695 2.007816 -3.943031 -0.1 0.0 -0.1
H -1.712042 2.726579 -4.264571 0.0 -0.1 0.0
H -3.912648 -0.010637 -2.269325 0.0 0.1 0.0
H -4.257094 1.073173 -3.638882 0.0 0.0 0.1
H -3.379083 1.674142 -2.205928 -0.1 -0.1 0.0
Cl 1.299869 -5.496289 4.008304 0.1 0.1 -0.2
C 1.853935 -4.496181 2.627904 0.0 0.0 0.2
Cl 0.520142 -3.569581 1.939855 -0.7 -0.3 0.2
H 2.235541 -5.130549 1.844927 0.1 -0.1 0.0
H 2.604283 -3.800716 2.972354 0.1 0.0 0.1
```
Forces are in eV/Å.

## Properties
multiplicity: 8
charge: -1
orbital gap (spin up / spin down): 5.87 / 5.90 eV
relative energy (zero: lowest compared OMol25 entry of this formula, charge and spin): 414.8 kJ/mol
strongest force on any atom: 2.26 eV/Å
calculated total energy: -3854.2290 a.u.
highest occupied orbital energy (spin up / spin down): -3.28 / -3.31 eV
<S²>: 15.792

Mulliken analysis output, partial charges in e: atom 1 (Eu): 0.599, atom 2 (C): -1.555, atom 3 (C): 0.642, atom 4 (C): -1.153, atom 5 (C): 0.014, atom 6 (C): 0.606, atom 7 (N): 0.435, atom 8 (C): -0.262, atom 9 (C): -0.416, atom 10 (C): -1.228, atom 11 (C): 0.457, atom 12 (C): -1.519, atom 13 (C): -0.463, atom 14 (C): 0.173, atom 15 (N): 0.710, atom 16 (C): -0.685, atom 17 (C): -1.216, atom 18 (C): -0.452, atom 19 (N): 0.676, atom 20 (C): -0.383, atom 21 (C): -0.653, atom 22 (N): -0.195, atom 23 (C): -0.244, atom 24 (C): -1.225, atom 25 (C): -0.349, atom 26 (N): 0.378, atom 27 (H): 0.368, atom 28 (H): 0.353, atom 29 (H): 0.286, atom 30 (H): 0.338, atom 31 (H): 0.415, atom 32 (H): 0.544, atom 33 (H): 0.324, atom 34 (H): 0.376, atom 35 (H): 0.334, atom 36 (H): 0.280, atom 37 (H): 0.174, atom 38 (H): 0.562, atom 39 (H): 0.491, atom 40 (H): 0.551, atom 41 (H): 0.548, atom 42 (H): 0.502, atom 43 (H): 0.428, atom 44 (H): 0.519, atom 45 (O): -0.696, atom 46 (N): 0.800, atom 47 (O): -0.625, atom 48 (O): -0.547, atom 49 (C): -1.230, atom 50 (Si): 0.318, atom 51 (C): -0.609, atom 52 (C): -1.150, atom 53 (C): -0.330, atom 54 (Si): 1.115, atom 55 (C): -1.452, atom 56 (C): -1.450, atom 57 (C): -1.366, atom 58 (H): 0.367, atom 59 (H): 0.296, atom 60 (H): 0.314, atom 61 (H): 0.477, atom 62 (H): 0.330, atom 63 (H): -0.086, atom 64 (H): 0.363, atom 65 (H): 0.238, atom 66 (H): 0.268, atom 67 (H): 0.246, atom 68 (H): 0.347, atom 69 (H): 0.343, atom 70 (H): 0.300, atom 71 (H): 0.451, atom 72 (H): 0.354, atom 73 (H): 0.448, atom 74 (H): 0.340, atom 75 (H): 0.398, atom 76 (H): 0.234, atom 77 (Cl): -0.232, atom 78 (C): -0.078, atom 79 (Cl): -0.019, atom 80 (H): 0.434, atom 81 (H): 0.002



Record 2
Molecular formula: C28H39Cl42IN4O6PS
Method: DFT, the ωB97M-V functional and the def2-TZVPD basis

XYZ file:
```
122
Properties=species:S:1:pos:R:3:forces:R:3
C -3.037906 -5.423728 3.813438 -0.2 0.0 0.0
C -4.324672 -4.526751 3.895546 1.1 -0.2 -0.4
O -4.669936 -4.367994 5.292794 0.2 0.2 -0.8
C -4.110563 -3.097230 3.230941 -1.5 -0.7 0.2
N -3.571491 -3.177493 1.857851 0.2 1.0 1.0
C -2.306116 -2.422535 1.685954 0.5 0.3 -1.9
C -1.456690 -3.126778 0.535085 -0.6 0.1 1.1
O -0.853043 -2.148637 -0.326686 0.3 -0.1 -0.1
C 0.383441 -2.618736 -0.845484 0.9 -2.0 0.1
O 0.284427 -3.992994 -1.257222 -0.6 1.8 -0.5
P 0.034467 -4.123090 -2.953252 -1.6 0.5 1.2
I 2.394337 -5.036250 -2.996920 1.6 -0.8 0.1
O -0.003693 -4.474963 -4.702604 0.4 -2.7 -0.2
C 0.244213 -5.772063 -4.954013 -1.8 5.1 1.2
N 0.102770 -6.894153 -5.019618 0.3 -3.0 -0.8
O 0.752849 -2.595213 -3.298009 -0.8 -0.2 1.0
C 1.021692 -1.892306 -2.089173 1.2 0.9 -0.2
C 0.791429 -0.359543 -2.307581 -0.2 0.3 -0.5
C 1.753111 0.594742 -1.503517 0.1 -0.2 -0.5
C 3.157706 0.797088 -2.175633 0.7 -0.2 0.1
C 3.885293 2.140551 -1.730921 -0.2 -0.9 -1.6
S 5.045128 1.978787 -0.304874 0.6 -0.5 -0.6
C 6.339986 0.813929 -0.806421 0.2 -2.1 0.7
N 6.723136 -0.245393 -0.058997 -2.0 2.2 -0.6
N 7.680752 -0.939666 -0.708601 0.4 2.2 -3.1
C 7.855206 -0.265950 -1.863151 0.3 -1.2 1.7
O 7.068040 0.847063 -1.981552 0.0 -1.0 0.9
H -2.664589 -5.520589 2.766374 -0.3 0.3 0.8
H -3.222970 -6.463397 4.197097 0.0 1.0 -0.2
H -2.247418 -4.957617 4.459029 -0.5 -0.4 -0.6
H -5.164605 -5.045518 3.359305 0.6 0.5 0.7
H -3.869940 -3.970330 5.674098 -0.4 -0.2 0.1
H -3.545421 -2.419932 3.922940 -0.2 -0.6 -0.5
H -5.150285 -2.670905 3.150908 1.0 -0.3 0.4
H -4.245176 -2.679155 1.268413 0.4 -0.6 0.2
H -2.553379 -1.398856 1.272352 0.5 -0.7 0.7
H -1.690145 -2.345153 2.615953 -0.8 -0.1 -0.6
H -2.184509 -3.757454 -0.040978 0.9 0.4 0.5
H -0.686808 -3.756134 1.061112 -0.6 0.3 -0.9
H 1.111538 -2.710862 0.000008 -0.4 0.7 -0.5
H -1.236489 -3.432377 -2.939521 0.3 -0.4 -0.3
H -0.639789 -5.374947 -2.755193 0.9 0.1 0.0
H 2.143894 -2.001677 -1.984819 -0.9 0.0 0.5
H 0.989796 -0.170232 -3.403283 -0.2 -0.3 1.0
H -0.278169 -0.041670 -2.151931 1.0 -0.5 0.1
H 1.926525 0.182971 -0.478150 -0.4 0.6 -0.6
H 1.252831 1.605821 -1.485282 0.5 -1.0 0.4
H 3.869008 -0.040731 -1.923412 -0.9 0.6 -0.2
H 3.075687 0.772031 -3.300416 -0.1 0.2 1.1
H 4.488150 2.537713 -2.587289 -0.6 -0.3 0.7
H 3.078115 2.877751 -1.502977 1.0 -0.3 0.3
H 8.586606 -0.608967 -2.636474 -1.9 1.6 1.3
C 10.425416 -3.076176 -4.460346 0.2 0.0 -0.2
Cl 12.166724 -3.112090 -4.169331 -0.2 0.0 0.0
Cl 9.678700 -1.714257 -3.606022 1.0 -1.1 -0.9
Cl 10.084310 -2.985306 -6.190725 0.0 0.0 0.1
H 9.995896 -3.995299 -4.075331 0.0 0.1 0.0
C -7.373861 -1.135997 1.276435 0.0 -0.1 0.1
Cl -6.554027 -2.470430 0.452792 -0.2 0.1 -0.1
Cl -8.827120 -1.707512 2.100087 0.2 -0.2 -0.2
Cl -6.282241 -0.346032 2.417713 -0.2 0.0 -0.1
H -7.669986 -0.406292 0.529828 0.0 -0.1 0.1
C 8.436087 1.646974 2.968891 -0.3 -0.2 -0.2
Cl 8.594080 -0.103395 3.154368 0.0 0.1 0.0
Cl 9.930426 2.341570 2.325873 -0.1 0.0 0.0
Cl 7.066527 2.040913 1.924166 0.3 0.4 0.7
H 8.255947 2.079229 3.949511 0.0 -0.2 -0.6
C 0.952501 2.193928 2.149377 0.0 -0.1 0.0
Cl 1.105028 0.449836 2.378893 -0.1 0.5 0.0
Cl 2.439905 2.861196 1.461378 -0.2 0.1 0.2
Cl -0.438955 2.580891 1.129823 0.1 0.0 0.1
H 0.797890 2.646579 3.122987 0.0 0.0 -0.1
C 13.662980 -6.237457 -1.742493 0.0 0.0 -0.1
Cl 14.352910 -4.641341 -2.061583 0.1 -0.1 0.1
Cl 12.085152 -6.405225 -2.519811 0.1 0.0 0.1
Cl 14.761491 -7.510066 -2.288265 0.0 0.0 0.1
H 13.527004 -6.341210 -0.671456 0.0 0.0 -0.1
C -5.022422 3.461497 2.333471 0.0 -0.1 -0.1
Cl -4.196310 4.983574 1.975626 0.0 -0.1 0.1
Cl -6.551928 3.361633 1.451577 0.0 0.0 0.1
Cl -3.986905 2.087300 1.940196 0.0 0.2 0.1
H -5.239234 3.432545 3.396080 0.0 0.0 -0.1
C -10.514182 1.774090 3.197708 0.2 -0.2 0.0
Cl -10.586197 0.243208 4.080692 -0.2 0.3 0.1
Cl -9.405028 2.896091 3.993288 -0.1 0.0 0.0
Cl -10.030214 1.512373 1.518555 0.3 -0.1 0.2
H -11.504652 2.215364 3.200516 0.1 0.0 0.0
C -12.526549 3.808148 -0.419891 0.0 0.2 0.1
Cl -13.665680 5.155192 -0.507895 -0.1 -0.3 0.0
Cl -10.861134 4.401078 -0.411651 -0.1 -0.1 -0.1
Cl -12.843077 2.819027 1.012002 -0.5 0.2 -0.2
H -12.663065 3.187715 -1.299097 0.0 0.0 0.1
C -2.305190 8.703775 2.509987 0.1 0.0 -0.1
Cl -2.604267 10.308371 1.831563 0.0 -0.1 0.1
Cl -1.988987 7.533736 1.225203 0.0 0.1 0.1
Cl -0.957708 8.753406 3.652325 -0.1 0.0 0.0
H -3.194579 8.389284 3.045751 0.1 0.0 -0.1
C 1.122081 -1.844477 -7.590450 -0.1 -0.3 0.4
Cl 1.259717 -2.696292 -9.140196 0.1 0.1 -0.1
Cl -0.019255 -0.493012 -7.723379 0.2 0.0 0.0
Cl 0.626701 -2.952044 -6.308562 0.5 1.1 -1.3
H 2.097018 -1.440403 -7.337102 -0.1 0.0 -0.1
C -2.328989 2.921684 -6.381213 0.2 -0.1 0.0
Cl -2.721146 4.577774 -6.866032 0.0 0.0 0.0
Cl -2.035173 1.910992 -7.798708 -0.2 0.2 0.1
Cl -0.928949 2.904395 -5.304323 -0.1 0.0 0.0
H -3.177898 2.514582 -5.842659 0.1 0.0 0.0
C 2.765908 -2.795147 3.802198 0.2 0.0 -0.1
Cl 2.945551 -4.531576 4.079061 0.0 0.1 0.0
Cl 4.231653 -2.123358 3.081490 -0.1 0.0 0.1
Cl 1.365334 -2.471186 2.773000 0.0 -0.4 0.2
H 2.603977 -2.312179 4.759910 0.0 -0.1 -0.1
C -12.351445 9.332452 -0.000275 0.0 -0.1 0.0
Cl -13.161687 9.436528 1.567352 0.1 0.0 -0.1
Cl -11.599344 7.748170 -0.207256 0.1 0.3 0.0
Cl -13.492024 9.655697 -1.311819 0.1 0.0 0.0
H -11.573007 10.087095 -0.032107 -0.1 -0.1 0.0
C 10.455823 3.691170 5.953798 0.2 0.0 -0.2
Cl 10.357650 5.255167 5.138349 0.0 -0.1 0.1
Cl 8.892987 2.863437 5.900582 0.1 0.2 0.7
Cl 11.714936 2.689170 5.227473 0.0 0.1 0.3
H 10.713659 3.863736 6.993005 -0.1 0.0 -0.1
```
Forces are in eV/Å.

## Properties
charge: -1
orbital gap: 6.27 eV
strongest force on any atom: 5.57 eV/Å
calculated total energy: -22125.9109 a.u.
highest occupied orbital energy: -5.13 eV

Results of the Mulliken charge analysis, in e, for atoms 1 through 99: atom 1 (C): -1.006, atom 2 (C): 0.023, atom 3 (O): -0.560, atom 4 (C): -0.007, atom 5 (N): -0.052, atom 6 (C): -0.240, atom 7 (C): -0.607, atom 8 (O): -0.221, atom 9 (C): 0.334, atom 10 (O): -0.347, atom 11 (P): -0.102, atom 12 (I): -0.377, atom 13 (O): -0.402, atom 14 (C): 0.470, atom 15 (N): -0.543, atom 16 (O): -0.154, atom 17 (C): 0.305, atom 18 (C): -0.937, atom 19 (C): 0.122, atom 20 (C): -0.424, atom 21 (C): -0.772, atom 22 (S): -0.013, atom 23 (C): 0.448, atom 24 (N): 0.032, atom 25 (N): -0.486, atom 26 (C): 0.233, atom 27 (O): -0.326, atom 28 (H): 0.220, atom 29 (H): 0.321, atom 30 (H): 0.229, atom 31 (H): 0.311, atom 32 (H): 0.370, atom 33 (H): 0.322, atom 34 (H): -0.212, atom 35 (H): 0.026, atom 36 (H): 0.046, atom 37 (H): 0.259, atom 38 (H): 0.181, atom 39 (H): 0.381, atom 40 (H): 0.028, atom 41 (H): -0.133, atom 42 (H): 0.095, atom 43 (H): -0.009, atom 44 (H): 0.319, atom 45 (H): 0.251, atom 46 (H): -0.034, atom 47 (H): 0.329, atom 48 (H): 0.240, atom 49 (H): 0.330, atom 50 (H): 0.376, atom 51 (H): 0.389, atom 52 (H): 0.053, atom 53 (C): 0.126, atom 54 (Cl): -0.095, atom 55 (Cl): -0.094, atom 56 (Cl): -0.128, atom 57 (H): 0.243, atom 58 (C): 0.042, atom 59 (Cl): -0.129, atom 60 (Cl): -0.121, atom 61 (Cl): -0.066, atom 62 (H): 0.325, atom 63 (C): 0.558, atom 64 (Cl): -0.128, atom 65 (Cl): -0.153, atom 66 (Cl): -0.169, atom 67 (H): -0.256, atom 68 (C): -0.341, atom 69 (Cl): 0.038, atom 70 (Cl): -0.096, atom 71 (Cl): -0.121, atom 72 (H): 0.463, atom 73 (C): 0.063, atom 74 (Cl): -0.121, atom 75 (Cl): -0.108, atom 76 (Cl): -0.126, atom 77 (H): 0.288, atom 78 (C): -0.116, atom 79 (Cl): -0.063, atom 80 (Cl): -0.085, atom 81 (Cl): -0.012, atom 82 (H): 0.282, atom 83 (C): 0.163, atom 84 (Cl): -0.123, atom 85 (Cl): -0.123, atom 86 (Cl): -0.107, atom 87 (H): 0.198, atom 88 (C): 0.034, atom 89 (Cl): -0.110, atom 90 (Cl): -0.108, atom 91 (Cl): -0.130, atom 92 (H): 0.309, atom 93 (C): 0.109, atom 94 (Cl): -0.131, atom 95 (Cl): -0.105, atom 96 (Cl): -0.119, atom 97 (H): 0.243, atom 98 (C): -0.012, atom 99 (Cl): -0.170